{
  "formula": "C3H6N2S2",
  "method": "wB97M-V/def2-TZVPD",
  "elements": ["H", "N", "C", "C", "S", "C", "S", "N", "H", "H", "H", "H", "H"],
  "coordinates": [[-2.9018, 0.1713, 0.6002], [-2.3154, 0.9744, 0.7844], [-1.1516, 0.4527, 0.7763], [-0.8423, -0.9630, 0.5195], [-0.1648, -1.3617, -1.1346], [1.2141, -0.1265, -1.2590], [1.5709, 0.6693, 0.3590], [0.0371, 1.2278, 0.9759], [-0.1338, -1.2633, 1.2975], [-1.7771, -1.5598, 0.7657], [2.1031, -0.6318, -1.5796], [1.0016, 0.5390, -2.0584], [-0.1626, 2.2281, 0.8422]],
  "forces_ev_per_a": [[-0.84, 0.19, 0.03], [1.04, -0.26, 0.11], [1.09, 1.33, -0.41], [-0.59, -1.54, 1.12], [0.01, 0.31, 0.27], [-0.97, -0.22, 1.07], [-0.78, -0.02, -0.01], [-0.72, 0.11, -0.89], [0.16, -0.17, -0.25], [1.12, 0.43, -0.95], [0.66, -0.50, 0.33], [-0.51, 0.96, -0.39], [0.34, -0.63, -0.03]],
  "lowdin_charge": [0.0370, 0.1304, -0.5825, -0.4906, 0.8004, -0.7330, 0.8430, -0.3013, 0.0683, 0.1077, 0.0186, 0.0117, 0.0903],
  "max_force_ha_per_bohr": 0.0388,
  "de_lowest_ev": 0.985,
  "e_lumo_ev": 0.6,
  "multiplicity": 1,
  "smiles": "[H]/N=C1\\CSCSN1",
  "homo_lumo_gap_ev": 9.6770
}